Entry 1:
ORCA calculation (ωB97M-V with the def2-TZVPD basis set) on a structure of composition C27H78N6O9.

The geometry in XYZ format:
```
120
Properties=species:S:1:pos:R:3
C 5.453 0.516 1.580
C 4.541 -0.206 0.682
C 3.190 -0.623 1.461
O 2.522 -1.624 0.658
C 2.979 -2.950 0.984
N 4.162 0.718 -0.392
H 4.994 1.178 2.315
H 6.189 1.088 1.016
H 5.990 -0.207 2.194
H 5.004 -1.137 0.354
H 2.523 0.238 1.489
H 3.489 -0.998 2.440
H 2.327 -3.750 0.634
H 2.914 -3.077 2.065
H 3.998 -3.200 0.688
H 3.324 0.487 -0.908
H 3.823 1.586 -0.002
C -2.848 2.032 -0.593
C -3.847 1.649 0.518
C -4.341 2.745 1.472
O -3.304 3.136 2.318
C -3.641 4.021 3.403
N -4.997 0.904 -0.023
H -2.733 1.130 -1.194
H -1.898 2.191 -0.082
H -3.136 2.865 -1.234
H -3.282 1.001 1.188
H -5.229 2.420 2.014
H -4.637 3.618 0.891
H -4.205 3.436 4.128
H -4.066 4.957 3.039
H -2.751 4.290 3.972
H -5.007 1.005 -1.027
H -4.693 -0.058 0.008
C 0.514 -2.483 -2.590
C 0.898 -2.202 -4.071
C 0.350 -0.809 -4.581
O -1.053 -0.772 -4.480
C -1.878 -1.842 -5.022
N 2.364 -2.292 -4.099
H 0.936 -3.439 -2.280
H -0.573 -2.553 -2.557
H 0.764 -1.698 -1.877
H 0.545 -3.013 -4.707
H 0.622 -0.627 -5.621
H 0.703 0.042 -3.999
H -1.645 -2.143 -6.043
H -2.946 -1.636 -5.097
H -1.742 -2.680 -4.338
H 2.606 -1.552 -3.456
H 2.695 -1.949 -4.990
C 0.007 0.668 -2.087
C 0.824 0.560 -0.744
C 0.174 0.139 0.574
O -0.643 1.273 0.979
C -1.212 1.264 2.238
N 1.825 -0.437 -1.084
H -0.402 -0.268 -2.468
H 0.589 0.979 -2.954
H -0.856 1.326 -1.983
H 1.199 1.569 -0.572
H 1.009 -0.008 1.259
H -0.459 -0.746 0.512
H -1.879 2.121 2.328
H -0.495 1.250 3.059
H -1.870 0.406 2.372
H 2.500 -0.317 -0.342
H 1.465 -1.372 -0.950
C 1.392 1.565 2.290
C 2.224 2.534 3.190
C 3.584 1.988 3.572
O 3.421 0.904 4.482
C 4.617 0.313 4.991
N 2.295 3.853 2.601
H 1.364 0.578 2.752
H 1.772 1.435 1.277
H 0.382 1.963 2.188
H 1.697 2.651 4.137
H 4.249 2.741 3.996
H 3.963 1.664 2.603
H 5.082 -0.241 4.176
H 4.424 -0.350 5.835
H 5.324 0.966 5.503
H 1.445 4.356 2.813
H 2.912 4.445 3.137
C -2.035 -1.489 -0.324
C -3.205 -0.891 -1.099
C -3.020 -0.810 -2.642
O -4.148 -0.245 -3.272
C -4.663 -0.961 -4.407
N -4.450 -1.647 -0.800
H -1.839 -2.463 -0.771
H -2.270 -1.537 0.739
H -1.082 -0.965 -0.394
H -3.433 0.121 -0.765
H -2.878 -1.785 -3.108
H -2.170 -0.192 -2.933
H -3.930 -0.855 -5.207
H -5.630 -0.519 -4.649
H -4.834 -2.014 -4.186
H -4.423 -2.651 -0.908
H -5.018 -1.338 -1.576
C 3.692 -0.094 -2.754
O 2.354 -0.506 -2.918
H 4.111 -0.345 -1.779
H 4.301 -0.507 -3.558
H 3.788 0.967 -2.982
H 1.861 -0.296 -2.121
C -3.359 -0.053 3.094
O -3.180 -0.691 1.830
H -2.420 -0.147 3.640
H -3.512 1.025 3.042
H -4.182 -0.503 3.649
H -4.042 -0.946 1.492
C 0.292 -2.245 1.416
O 0.385 -3.601 1.741
H 0.824 -2.150 0.470
H -0.719 -1.857 1.290
H 0.802 -1.627 2.155
H 0.147 -3.685 2.667
```

The calculation puts the energy above the lowest of the compared OMol25 structures with the same formula, charge and spin at 24.447 eV. Its lowest unoccupied orbital energy is 0.0139 hartree. As for the total energy: -2080.1812 Ha. The highest occupied orbital energy is -0.2484 hartree. As for the molecular weight: 630.95 g/mol.


Entry 2:
ORCA calculation (ωB97M-V with the def2-TZVPD basis set) on a cluster of 2 separate species, C2H5BrS in total.

The geometry in XYZ format:
```
9
Properties=species:S:1:pos:R:3
C 0.329 0.066 0.201
C -0.891 0.581 0.189
S -1.435 1.730 -0.933
Br -1.352 0.101 3.583
H 1.066 0.208 -0.592
H -0.569 0.097 2.344
H 0.547 -0.712 0.811
H -1.625 0.252 0.936
H -0.141 2.069 -1.104
```

The calculation puts the energy above the lowest of the compared OMol25 structures with the same formula, charge and spin at 0.991 eV. The SMILES is C=CS.Br. Its lowest unoccupied orbital energy is 0.0312 hartree. As for the total energy: -3051.3484 Ha. The highest occupied orbital energy is -0.3301 hartree. As for the molecular weight: 141.03 g/mol.


Entry 3:
ORCA calculation (ωB97M-V with the def2-TZVPD basis set) on the ion C4H13N2O with charge +1.

The geometry in XYZ format:
```
20
Properties=species:S:1:pos:R:3
N 1.033 -1.337 0.908
C 0.293 -0.471 -0.025
C -1.194 -0.353 0.332
C -2.054 0.372 -0.683
O -3.312 -0.255 -0.806
C 1.011 0.885 0.077
N 2.464 0.546 0.013
H 2.433 -0.409 0.500
H 1.080 -2.292 0.607
H 0.653 -1.232 1.829
H 0.384 -0.901 -1.023
H -1.171 0.163 1.301
H -1.609 -1.355 0.447
H -1.502 0.278 -1.647
H -2.190 1.440 -0.474
H -3.855 0.316 -1.364
H 0.725 1.537 -0.747
H 0.875 1.444 1.000
H 2.921 0.503 -0.890
H 3.015 1.121 0.645
```

The calculation puts the energy above the lowest of the compared OMol25 structures with the same formula, charge and spin at 1.656 eV. The SMILES is N[C@H](C[NH3+])CCO. Its lowest unoccupied orbital energy is -0.1206 hartree. As for the total charge: +1. As for the total energy: -344.7060 Ha. The highest occupied orbital energy is -0.4966 hartree. As for the molecular weight: 105.16 g/mol.


Entry 4:
ORCA calculation (ωB97M-V with the def2-TZVPD basis set) on the ion C3HN2O2 with charge -1.

The geometry in XYZ format:
```
8
Properties=species:S:1:pos:R:3
C 2.032 0.787 0.949
C 0.991 -0.161 0.887
C -0.382 0.027 1.704
N 2.803 1.627 1.175
N 0.998 -1.213 0.135
O -1.062 -1.050 1.690
O -0.610 1.082 2.344
H 0.267 -1.859 0.523
```

The calculation puts the energy above the lowest of the compared OMol25 structures with the same formula, charge and spin at 0.575 eV. The SMILES is [H]/N=C(/C#N)C(=O)[O-]. Its lowest unoccupied orbital energy is 0.1406 hartree. As for the total charge: -1. As for the total energy: -374.9638 Ha. The highest occupied orbital energy is -0.1785 hartree. As for the molecular weight: 97.05 g/mol.


Entry 5:
ORCA calculation (ωB97M-V with the def2-TZVPD basis set) on a cluster of 7 separate species, C28H58O10S in total.

The geometry in XYZ format:
```
97
Properties=species:S:1:pos:R:3
C 9.091 0.735 -1.299
C 8.947 -0.462 -2.330
C 8.032 -1.545 -1.662
C 6.589 -0.956 -1.678
O 5.578 -1.934 -1.327
O 4.638 -1.320 -0.461
S 3.333 -0.642 -1.350
O 3.260 -1.520 -2.545
O 3.768 0.858 -1.907
H 10.147 0.786 -0.984
H 8.790 1.692 -1.755
H 8.478 0.548 -0.402
H 8.418 -0.061 -3.209
H 9.943 -0.852 -2.576
H 8.063 -2.512 -2.192
H 8.286 -1.674 -0.592
H 6.335 -0.473 -2.644
H 6.529 -0.150 -0.923
H 3.597 1.535 -1.239
C 8.018 -2.783 -7.243
C 7.712 -1.410 -7.816
C 7.665 -0.553 -6.563
O 8.571 -1.146 -5.624
C 8.955 -2.443 -6.098
H 8.460 -3.472 -7.963
H 7.101 -3.236 -6.856
H 8.533 -1.086 -8.462
H 6.789 -1.369 -8.394
H 6.664 -0.555 -6.117
H 7.959 0.482 -6.750
H 9.994 -2.384 -6.439
H 8.898 -3.162 -5.279
C 0.588 0.263 3.418
C 0.397 -0.459 2.096
C 0.691 0.640 1.094
O 1.647 1.516 1.710
C 1.748 1.193 3.103
H 0.794 -0.402 4.257
H -0.307 0.846 3.655
H 1.136 -1.262 2.001
H -0.594 -0.892 1.971
H -0.208 1.225 0.870
H 1.098 0.257 0.158
H 2.711 0.696 3.267
H 1.726 2.111 3.693
C -4.726 1.399 1.831
C -4.738 0.729 0.470
C -3.307 0.234 0.351
O -2.857 -0.049 1.684
C -3.798 0.491 2.620
H -5.713 1.493 2.284
H -4.291 2.399 1.749
H -5.428 -0.121 0.480
H -5.029 1.392 -0.343
H -2.654 1.007 -0.070
H -3.221 -0.664 -0.262
H -4.347 -0.345 3.068
H -3.264 1.018 3.412
C -9.548 1.185 -1.732
C -9.669 2.695 -1.632
C -8.485 3.044 -0.747
O -7.472 2.063 -1.006
C -8.042 0.992 -1.768
H -10.052 0.760 -2.600
H -9.964 0.719 -0.834
H -9.542 3.145 -2.621
H -10.620 3.034 -1.222
H -8.751 2.983 0.312
H -8.089 4.041 -0.949
H -7.657 1.062 -2.792
H -7.729 0.036 -1.345
C 4.776 -4.260 2.805
C 4.324 -2.896 2.316
C 4.150 -2.138 3.620
O 5.098 -2.686 4.544
C 5.642 -3.893 3.998
H 5.312 -4.841 2.055
H 3.911 -4.843 3.135
H 5.114 -2.435 1.719
H 3.416 -2.922 1.715
H 3.147 -2.286 4.037
H 4.325 -1.065 3.511
H 6.674 -3.691 3.692
H 5.653 -4.668 4.766
C -10.246 3.260 4.302
C -11.146 2.104 4.703
C -11.991 1.917 3.454
O -11.172 2.305 2.344
C -10.002 2.970 2.832
H -9.325 3.323 4.881
H -10.783 4.206 4.413
H -10.543 1.210 4.884
H -11.742 2.298 5.594
H -12.872 2.568 3.469
H -12.323 0.887 3.320
H -9.149 2.295 2.696
H -9.824 3.875 2.247
```

The calculation puts the energy above the lowest of the compared OMol25 structures with the same formula, charge and spin at 0.710 eV. Its lowest unoccupied orbital energy is 0.0238 hartree. As for the total energy: -2252.0106 Ha. The highest occupied orbital energy is -0.3406 hartree. As for the molecular weight: 586.83 g/mol.